Run a
Molecular formula: C25H35F3KN8O4S
Method: DFT, ωB97M-V/def2-TZVPD

Each line ends with the Mulliken charge.
Positions of all 77 atoms, in Å:
K: 0.51402 0.21348 -1.73244  0.65
O: 2.78621 -3.72259 -2.19931  -0.75
C: 2.50999 -2.54994 -1.99512  -0.34
N: 1.80221 -1.71278 -2.77398  0.12
C: 1.96051 -1.57298 -4.09199  0.14
O: 2.97523 -1.72200 -4.76738  -0.73
C: 0.70825 -1.05487 -4.82418  0.36
C: 0.89036 -0.25953 -5.95142  -0.63
C: -0.21778 0.16525 -6.65453  -0.28
C: -1.47145 -0.25358 -6.23331  -0.71
C: -1.55046 -1.05673 -5.11014  -0.24
N: -0.49416 -1.43891 -4.39090  -0.21
C: 2.98319 -1.93552 -0.65650  0.46
C: 3.56084 -2.77707 0.28694  -0.41
C: 4.12127 -2.21899 1.42032  -0.41
C: 4.07882 -0.84361 1.58066  -0.34
C: 3.45137 -0.08953 0.60349  -0.46
N: 2.91859 -0.60984 -0.49838  -0.16
H: 1.89939 -0.00392 -6.23966  0.44
H: -0.11127 0.80717 -7.52001  0.41
H: -2.37180 0.03661 -6.75713  0.39
H: -2.51502 -1.41603 -4.76982  0.53
H: 3.57957 -3.83736 0.08014  0.49
H: 4.59271 -2.84645 2.16836  0.45
H: 4.49880 -0.35976 2.45339  0.39
H: 3.36865 0.98689 0.70732  0.38
C: -2.98713 -0.66827 2.00617  -0.75
C: -3.16448 -1.84174 1.03649  -0.75
N: -2.10485 -1.90030 0.04233  0.25
C: -2.52649 -2.04323 -1.33715  -0.93
C: -3.28746 -0.81135 -1.82718  -0.86
N: -2.60857 0.42716 -1.51149  0.36
C: -3.38334 1.47292 -0.87464  -0.78
C: -3.84804 1.09179 0.52932  -0.63
N: -2.76758 0.62501 1.38037  0.04
H: -3.86244 -0.61107 2.66506  0.46
H: -2.12385 -0.87279 2.64076  0.09
H: -3.24427 -2.77596 1.61109  0.50
H: -4.11874 -1.73886 0.51213  0.25
H: -1.36502 -2.54063 0.28550  0.29
H: -1.63713 -2.19079 -1.95556  0.34
H: -3.18202 -2.92010 -1.50230  0.23
H: -3.46192 -0.92074 -2.90444  0.31
H: -4.28108 -0.79893 -1.36872  0.43
H: -2.09063 0.80480 -2.29143  0.13
H: -2.73632 2.35081 -0.81769  0.20
H: -4.28035 1.76459 -1.44987  0.41
H: -4.32944 1.98131 0.95749  0.46
H: -4.63950 0.33474 0.45630  0.25
H: -1.91862 0.55580 0.82348  -0.11
C: 1.12437 0.15748 5.88089  -1.17
N: 1.61190 -0.28400 4.58104  0.23
C: 1.82352 -1.71677 4.53037  -0.95
C: 1.09996 0.32628 3.45386  0.03
S: 0.50203 -0.51612 2.15966  -0.02
N: 1.15109 1.68585 3.47562  0.29
C: 2.21126 2.40363 4.15604  -1.27
C: 0.45415 2.46758 2.46101  -1.18
H: 0.25839 -0.44612 6.18057  0.35
H: 0.81577 1.19757 5.84919  0.41
H: 1.90306 0.04342 6.63751  0.30
H: 2.42871 -1.99547 5.39479  0.34
H: 2.34280 -1.98968 3.61586  0.20
H: 0.87724 -2.26999 4.55840  0.33
H: 2.88972 1.70574 4.64084  0.40
H: 1.81496 3.09686 4.90459  0.31
H: 2.77152 2.98674 3.41971  0.39
H: -0.46617 1.97258 2.16556  0.07
H: 1.05691 2.60101 1.56204  0.61
H: 0.22407 3.44368 2.89325  0.31
F: -0.52665 5.16154 -1.70134  -0.29
C: 0.55577 4.34509 -1.71995  0.64
F: 1.35293 4.74248 -0.71603  -0.25
F: 1.21653 4.59627 -2.86449  -0.27
C: 0.10279 2.86247 -1.61103  0.65
O: -0.38642 2.38500 -2.65505  -0.72
O: 0.27102 2.33530 -0.49335  -0.44

Spin multiplicity = 1
Lowest unoccupied orbital energy = 2.238 eV
Frontier orbital gap = 0.2887 Ha
Net charge = -1


Run b
Molecular formula: C25H35F3KN8O4S
Method: DFT, ωB97M-V/def2-TZVPD

Each line ends with the Mulliken charge.
Positions of all 77 atoms, in Å:
K: 0.18659 -1.35227 0.19777  0.85
O: -3.51880 -2.06013 3.04495  -0.75
C: -2.46298 -1.77337 2.49690  -0.50
N: -1.84231 -2.42955 1.49291  -0.05
C: -1.70812 -3.76138 1.48242  0.39
O: -1.60602 -4.53506 2.43217  -0.72
C: -1.56740 -4.40834 0.09305  0.28
C: -0.77235 -5.54989 -0.00756  -0.47
C: -0.71697 -6.22634 -1.20823  -0.38
C: -1.48580 -5.76417 -2.26766  -0.40
C: -2.24377 -4.62429 -2.07372  -0.24
N: -2.27672 -3.93288 -0.92977  -0.47
C: -1.78616 -0.46818 2.96997  0.50
C: -2.32978 0.19542 4.06663  -0.26
C: -1.68579 1.31522 4.55605  -0.62
C: -0.51642 1.74247 3.94314  -0.67
C: -0.04695 1.02323 2.85821  -0.54
N: -0.66313 -0.05946 2.38304  0.36
H: -0.23208 -5.87475 0.86981  0.45
H: -0.09526 -7.10693 -1.31702  0.40
H: -1.49913 -6.26844 -3.22530  0.41
H: -2.85289 -4.23365 -2.88390  0.43
H: -3.23628 -0.20042 4.50153  0.46
H: -2.08400 1.84747 5.41233  0.39
H: 0.02506 2.61106 4.29438  0.39
H: 0.86931 1.29883 2.34672  0.51
C: -1.53886 -0.50936 -3.60133  -1.04
C: -0.47651 0.58318 -3.78803  -0.96
N: 0.28257 0.86722 -2.59290  0.56
C: 1.72699 0.83880 -2.68073  -0.26
C: 2.29040 -0.55150 -2.99035  -1.16
N: 1.68228 -1.58001 -2.17829  0.44
C: 1.21694 -2.77249 -2.84855  -0.95
C: -0.04308 -2.48218 -3.67886  -0.96
N: -1.00632 -1.68260 -2.95347  0.30
H: -1.97387 -0.71559 -4.59711  0.30
H: -2.34340 -0.12208 -2.97230  0.48
H: -0.97498 1.48046 -4.17989  0.45
H: 0.21182 0.26093 -4.57665  0.32
H: -0.05173 1.66096 -2.06744  -0.08
H: 2.10465 1.13987 -1.70261  -0.06
H: 2.14344 1.53695 -3.43128  0.12
H: 3.37965 -0.50459 -2.85863  0.46
H: 2.12674 -0.78858 -4.04765  0.34
H: 2.24250 -1.80478 -1.36188  0.22
H: 0.96483 -3.51237 -2.08129  0.30
H: 1.97176 -3.24092 -3.50403  0.32
H: -0.46540 -3.43733 -4.01819  0.51
H: 0.24925 -1.94248 -4.58480  0.35
H: -1.70617 -2.22752 -2.47491  0.16
C: 1.61693 4.35104 2.25503  -1.23
N: 0.88295 3.92144 1.07645  0.15
C: 1.71993 3.36852 0.01975  -0.84
C: -0.45596 3.78463 1.04135  0.19
S: -1.25108 2.82510 -0.06669  -0.24
N: -1.13258 4.49666 2.03379  0.28
C: -0.99878 5.94801 1.94606  -1.12
C: -2.50926 4.10871 2.29313  -1.09
H: 2.36988 3.59494 2.48919  0.40
H: 0.94046 4.45486 3.09783  0.47
H: 2.13191 5.30044 2.08202  0.30
H: 2.66258 3.91729 0.01740  0.36
H: 1.22701 3.49083 -0.94195  0.47
H: 1.91755 2.30843 0.18053  0.11
H: 0.01741 6.23285 1.68913  0.37
H: -1.25065 6.40207 2.90568  0.35
H: -1.67422 6.35254 1.18122  0.34
H: -2.57451 3.03712 2.45490  0.31
H: -3.17463 4.37541 1.46463  0.35
H: -2.83141 4.62792 3.19802  0.33
F: 5.24435 -1.59489 0.92864  -0.28
C: 4.31524 -0.98496 1.69093  0.66
F: 4.80579 0.22844 2.00179  -0.26
F: 4.22970 -1.67887 2.83998  -0.28
C: 2.94410 -0.92215 0.96237  0.62
O: 2.51554 -2.04604 0.62691  -0.91
O: 2.44643 0.20151 0.77424  -0.72

Spin multiplicity = 1
Lowest unoccupied orbital energy = 2.230 eV
Frontier orbital gap = 0.2847 Ha
Net charge = -1


Preferred: run b; penalty for the next structure: 0.0080 hartree.


Run a
Molecular formula: C5H17NO2
Method: DFT, ωB97M-V/def2-TZVPD

Each line ends with the Mulliken charge.
Positions of all 25 atoms, in Å:
C: 1.36272 -2.41429 -1.83281  -1.12
C: 0.20071 -1.57256 -1.11533  -0.47
C: 0.75897 -0.63244 -0.00526  -1.15
N: 0.12626 0.71286 0.04282  -0.37
C: 0.20143 1.40040 -1.20365  -0.58
C: -1.21920 1.83461 -1.58299  -1.06
H: 1.97225 -1.62587 -2.24734  0.32
H: 2.01436 -3.14627 -1.15473  0.23
H: 0.79786 -3.00414 -2.57257  0.36
H: -0.58616 -2.20470 -0.82078  0.52
H: -0.31363 -1.08659 -1.83856  0.36
H: 0.67815 -1.11783 0.94221  0.47
H: 1.81176 -0.53322 -0.02606  0.44
H: -0.82163 0.68083 0.37014  0.39
H: 0.77585 0.94163 -1.85564  0.48
H: 0.71225 2.40749 -0.90700  0.27
H: -1.30118 2.55188 -2.45776  0.33
H: -1.55272 2.39089 -0.70742  0.33
H: -2.00336 0.88340 -1.70467  0.22
O: 0.08354 2.64939 2.57681  -0.68
H: 0.50291 2.10146 3.19588  0.30
H: -0.04516 1.93372 1.83432  0.40
O: -1.23344 -0.85714 3.97760  -0.62
H: -1.90627 -0.58112 4.64700  0.31
H: -1.01625 -1.71240 4.44581  0.32

SMILES = CCCNCC.O.O
Spin multiplicity = 1
Lowest unoccupied orbital energy = 0.598 eV
Frontier orbital gap = 0.3420 Ha


Run b
Molecular formula: C5H17NO2
Method: DFT, ωB97M-V/def2-TZVPD

Each line ends with the Mulliken charge.
Positions of all 25 atoms, in Å:
C: -0.64201 0.91152 -2.24831  -1.58
C: -0.11918 0.59381 -0.84881  0.45
N: 0.92607 -0.44183 -0.80424  -0.15
C: 1.42290 -0.63198 0.53162  -0.17
C: 2.24972 0.57695 1.11224  -1.22
C: 0.32130 -1.74143 -1.22557  -0.95
H: -1.07035 1.91311 -2.08325  0.44
H: 0.15201 0.99445 -2.97927  0.37
H: -1.41352 0.21670 -2.62357  0.32
H: -0.93741 0.33149 -0.17825  -0.17
H: 0.41215 1.50070 -0.51459  0.31
H: 2.08517 -1.56318 0.59775  0.39
H: 0.60019 -0.76437 1.29918  0.16
H: 1.53950 1.43181 1.33311  0.22
H: 2.98708 0.94693 0.40288  0.34
H: 2.77722 0.29105 2.01587  0.37
H: 0.21260 -1.72691 -2.30985  0.32
H: -0.60931 -2.01677 -0.67539  0.22
H: 1.04784 -2.51019 -0.92826  0.41
H: -2.48680 1.74304 2.34143  0.25
H: -0.35130 0.94376 1.85696  0.40
O: -1.90851 1.45353 1.61914  -0.74
H: -2.82435 -1.44230 1.71100  0.28
H: -2.18457 -0.00274 1.46059  0.42
O: -2.18644 -1.00715 1.13761  -0.68

Spin multiplicity = 1
Lowest unoccupied orbital energy = -1.685 eV
Frontier orbital gap = 0.2562 Ha


Preferred: run a; penalty for the next structure: 0.0923 hartree.


Run a
Molecular formula: C7H7NO2
Method: DFT, ωB97M-V/def2-TZVPD

Each line ends with the Mulliken charge.
Positions of all 17 atoms, in Å:
N: -4.76595 -1.58027 0.09169  -0.52
C: -3.88896 -0.76629 0.13384  0.19
C: -2.85120 0.13830 -0.07496  0.13
C: -3.16544 1.48174 -0.32986  -0.25
O: -4.23938 2.06007 -0.31084  -0.52
C: -1.43821 -0.52152 0.04728  0.61
O: -1.43204 -1.89897 0.18699  -0.50
C: -0.16040 0.30004 -0.02180  -0.32
C: 0.96497 -0.22595 0.81754  -0.54
C: 0.94358 -0.40389 -0.67202  -0.51
H: -2.36116 2.11517 -0.49611  0.36
H: -0.53656 -2.30985 0.13794  0.35
H: -0.20860 1.30762 -0.16788  0.56
H: 1.05776 -1.10550 1.37133  0.26
H: 1.63639 0.56722 1.15691  0.26
H: 1.66305 0.19862 -1.33360  0.24
H: 0.77003 -1.41425 -1.02505  0.20

SMILES = N#C/C(C=O)=C(\O)C1CC1
Spin multiplicity = 1
Lowest unoccupied orbital energy (spin up / spin down) = -0.708 / -0.707 eV
Frontier orbital gap (spin up / spin down) = 0.3065 / 0.3065 Ha


Run b
Molecular formula: C7H7NO2
Method: DFT, ωB97M-V/def2-TZVPD

Each line ends with the Mulliken charge.
Positions of all 17 atoms, in Å:
C: 0.72666 0.42312 -1.37512  -0.36
C: 0.30258 0.35776 1.59371  -0.54
C: 2.19482 -0.03063 0.47781  -0.03
C: -0.65168 0.19621 -0.92169  0.76
C: -0.68484 -0.04480 0.58979  1.00
C: -1.63331 0.53166 -1.76377  -1.18
C: -1.50736 -1.06181 0.85054  -0.91
N: 1.77754 0.16076 -0.66706  -0.16
O: 0.17672 1.59007 1.96950  -0.36
O: 2.80323 -0.94963 1.08021  -0.32
H: 0.86648 0.80199 -2.49234  0.18
H: -2.69225 0.51645 -1.63062  0.34
H: -1.44733 0.59849 -2.77220  0.33
H: -2.10504 -1.52764 0.07132  0.31
H: -1.63083 -1.70731 1.80380  0.25
H: 0.91951 1.86080 2.67148  0.41
H: 2.58510 -1.71549 0.51464  0.28

Spin multiplicity = 1
Lowest unoccupied orbital energy (spin up / spin down) = 0.040 / 0.044 eV
Frontier orbital gap (spin up / spin down) = 0.2515 / 0.2514 Ha


Preferred: run a; penalty for the next structure: 0.1494 hartree.